23
Properties=species:S:1:pos:R:3 method="wB97M-V/def2-TZVPD" relative_energy_kj_mol=60.9 homo_energy_ev=-8.9 smiles=CCCCNCCS e_tot_ha=-690.51824 gap_ev=9.9
C -0.463 -0.662 0.085
N 0.320 0.445 0.575
C -0.032 0.870 1.953
C 1.055 0.649 2.977
S 0.461 1.110 4.605
C 0.200 -1.244 -1.195
C -1.034 -0.516 -3.296
C 0.246 -0.416 -2.468
H -0.498 -1.562 0.711
H -1.493 -0.386 -0.186
H 0.268 1.274 0.005
H -0.250 1.943 1.891
H -1.003 0.438 2.240
H 1.279 -0.433 3.044
H 2.010 1.082 2.679
H 0.554 2.467 4.526
H -0.306 -2.190 -1.401
H 1.249 -1.471 -0.943
H -1.135 0.380 -3.903
H -1.057 -1.429 -3.926
H -1.880 -0.507 -2.611
H 1.143 -0.520 -3.096
H 0.370 0.677 -2.269

23
Properties=species:S:1:pos:R:3 method="wB97M-V/def2-TZVPD" relative_energy_kj_mol=91.4 homo_energy_ev="-13.2 / -12.9" total_charge=+1 multiplicity=2 e_tot_ha=-690.19301 gap_ev="10.2 / 4.6"
C -1.229 0.376 0.340
N -0.335 -0.689 -0.150
C -0.001 -1.713 0.831
C 0.798 -2.896 0.269
S 0.274 -4.465 0.893
C -1.284 1.569 -0.624
C 1.005 2.730 -0.374
C -0.004 2.096 -1.344
H -2.228 -0.065 0.401
H -0.777 0.680 1.295
H 0.527 -0.216 -0.453
H 0.574 -1.323 1.675
H -1.004 -2.053 1.134
H 0.872 -2.966 -0.819
H 1.860 -2.842 0.529
H 0.754 -4.492 2.163
H -1.653 2.435 -0.064
H -2.008 1.281 -1.392
H 2.024 2.377 -0.578
H 0.993 3.790 -0.541
H 0.835 2.486 0.671
H -0.393 2.744 -2.113
H 0.400 1.158 -1.750

23
Properties=species:S:1:pos:R:3 method="wB97M-V/def2-TZVPD" relative_energy_kj_mol=445.1 homo_energy_ev="-7.2 / -7.1" e_tot_ha=-581.67485 gap_ev="7.0 / 7.8"
C 0.154 1.649 -0.600
C -0.555 0.631 -0.332
C 1.946 2.323 1.072
C 0.610 4.080 -0.248
C -2.452 -5.154 -0.746
C 0.595 2.641 0.437
N -1.401 -4.661 0.053
Si -0.226 -3.469 -0.080
H 0.681 1.674 -1.539
H -0.952 0.500 0.658
H 2.745 2.532 0.423
H 1.988 2.885 2.031
H 1.884 1.334 1.490
H 1.183 4.796 0.365
H 1.211 4.198 -1.237
H -0.322 4.282 -0.533
H -3.075 -5.724 -0.157
H -0.649 -0.175 -1.056
H -2.636 -5.138 -1.781
H -0.274 2.734 1.155
H -1.559 -4.652 1.085
H 0.690 -3.666 0.971
H 0.413 -3.621 -1.431

22
Properties=species:S:1:pos:R:3 method="wB97M-V/def2-TZVPD" relative_energy_kj_mol=71.6 homo_energy_ev="-10.6 / -10.1" multiplicity=2 e_tot_ha=-312.75087 gap_ev="11.7 / 8.5"
C 1.104 -2.036 -0.293
C 1.577 -1.142 -1.427
C 2.845 -0.364 -1.078
H 1.863 -2.760 0.004
H 0.176 -2.530 -0.591
H 0.896 -1.442 0.591
H 0.826 -0.392 -1.690
H 1.720 -1.716 -2.347
H 3.072 0.373 -1.841
H 2.655 0.159 -0.135
H 3.715 -0.992 -0.873
C -0.701 1.707 0.859
O 0.128 0.639 0.764
C -2.084 1.373 1.453
C -2.904 0.528 0.471
H -0.817 2.237 -0.097
H -0.233 2.420 1.562
H -2.619 2.295 1.662
H -1.838 0.718 2.290
H -3.796 0.111 0.941
H -2.288 -0.307 0.135
H -3.296 1.122 -0.357

23
Properties=species:S:1:pos:R:3 method="wB97M-V/def2-TZVPD" relative_energy_kj_mol=131.9 homo_energy_ev=-2.5 total_charge=-1 e_tot_ha=-388.04635 gap_ev=5.9
C -1.800 0.753 0.810
O -2.858 0.194 1.355
C -0.609 -0.237 0.588
C 0.828 0.223 0.214
C 0.788 1.267 -0.938
C 0.969 0.592 -2.307
C 2.434 0.359 -2.650
H -1.275 1.629 1.313
H -1.975 1.156 -0.231
H -0.869 -0.975 -0.174
H -0.458 -0.798 1.520
H 1.220 0.766 1.085
H 1.430 -0.671 0.015
H -0.196 1.702 -0.805
H 1.529 2.068 -0.877
H 0.379 1.114 -3.067
H 0.463 -0.367 -2.208
H 3.118 1.040 -2.121
H 2.726 -0.660 -2.428
H 2.705 0.704 -3.655
H 0.656 -2.984 2.399
H -0.577 -2.034 2.464
O -0.149 -2.801 2.879

27
Properties=species:S:1:pos:R:3 method="wB97M-V/def2-TZVPD" relative_energy_kj_mol=144.6 homo_energy_ev=-8.8 e_tot_ha=-1169.37714 gap_ev=7.0
C 3.379 -1.068 0.059
C 2.776 -1.934 1.027
C 2.103 1.302 -1.920
C -1.773 1.079 -0.962
C -1.340 0.597 2.116
C -2.082 -1.715 0.326
O 3.974 -1.260 -0.943
O 3.180 1.475 1.768
O 3.001 1.469 -0.833
O 0.597 -0.486 0.130
Si -0.907 -0.087 0.436
P 2.829 0.728 0.603
H 1.749 -1.920 0.706
H 3.264 -2.868 0.959
H 2.727 -1.390 1.910
H 2.667 0.842 -2.720
H 2.041 2.440 -2.226
H 1.196 0.818 -1.682
H -2.600 1.777 -0.718
H -0.907 1.593 -1.394
H -2.012 0.389 -1.687
H -1.755 -0.204 2.675
H -0.513 1.046 2.683
H -2.187 1.343 1.963
H -1.459 -2.439 -0.235
H -2.248 -2.010 1.434
H -2.915 -1.458 -0.375

22
Properties=species:S:1:pos:R:3 method="wB97M-V/def2-TZVPD" relative_energy_kj_mol=88.9 homo_energy_ev="-5.3 / -9.6" multiplicity=3 e_tot_ha=-578.70319 gap_ev="6.4 / 7.7"
C -0.450 -0.818 -2.355
C 1.047 1.002 -2.817
C -0.606 -0.270 3.048
C -1.390 0.342 0.695
C 0.860 -0.474 -2.465
C -0.398 -0.401 1.620
P 1.131 0.390 1.049
H -1.129 -0.058 -2.555
H -1.103 0.123 -0.356
H -0.714 -1.788 -1.964
H 2.037 1.202 -3.316
H 1.256 1.447 -1.891
H 0.199 1.442 -3.286
H 0.100 -0.922 3.722
H -1.639 -0.607 3.340
H -0.417 0.684 3.497
H -2.452 0.011 0.746
H -1.221 1.481 0.877
H 1.765 -1.053 -2.382
H -0.418 -1.489 1.407
H 1.989 -0.714 1.023
H 1.551 0.469 2.362

23
Properties=species:S:1:pos:R:3 method="wB97M-V/def2-TZVPD" relative_energy_kj_mol=260.4 homo_energy_ev=-9.0 smiles="CPC(C)(C)C.C=S" e_tot_ha=-977.03534 gap_ev=8.3
C 0.136 1.335 -0.727
C -1.853 0.860 0.696
C 0.582 0.772 1.753
C -0.462 -1.685 -1.530
C 4.433 -1.087 -0.427
C -0.382 0.546 0.544
P -0.377 -1.309 0.319
S 5.463 0.178 -0.063
H 1.142 1.089 -0.921
H -0.372 1.107 -1.727
H -0.055 2.481 -0.500
H -2.046 1.918 0.537
H -2.380 0.428 1.627
H -2.422 0.406 -0.079
H 0.147 0.218 2.658
H 1.396 0.099 1.553
H 1.001 1.790 1.931
H -1.168 -0.982 -2.103
H -0.847 -2.721 -1.412
H 0.455 -1.631 -1.994
H 3.360 -1.008 -0.468
H 4.874 -1.956 -0.759
H 1.059 -1.226 0.479